C19H46BN2O10S4 | ωB97M-V/def2-TZVPD

* HOMO-LUMO gap: 4.6 eV
* F_max: 1.8 eV/Å
* E_LUMO: 1.4 eV

```
! wB97M-V def2-TZVPD RIJCOSX def2/J DEFGRID3
* xyz -1 1
C 4.68505 -0.52351 1.92097
O 3.89396 -1.69896 1.91897
C 4.35765 -2.72999 1.06992
C 3.19680 -3.31996 0.26880
C 1.95727 -3.60419 1.11793
C 0.65828 -3.07543 0.46810
C 0.77467 -1.50672 0.51189
B 0.40689 -0.65580 -0.76165
O 1.40949 -0.31736 -1.64015
O -0.87169 -0.15174 -1.07290
C 0.64079 -3.72537 -0.95286
O 0.07505 -4.85461 -1.01671
O 1.23851 -3.15046 -1.90383
N -0.51118 -3.54074 1.20208
C -0.42487 -3.59113 2.62566
C -1.78772 -3.21429 0.61738
C -2.85773 -2.50471 1.47423
C -2.61976 -1.05790 1.82990
N -3.23510 -0.14322 0.97310
O -2.00948 -0.65380 2.80717
H 5.72851 -0.70869 1.67004
H 4.25045 0.19484 1.22847
H 4.63508 -0.09179 2.91790
H 5.03656 -2.29152 0.33909
H 4.86487 -3.52184 1.63223
H 2.95301 -2.56724 -0.47426
H 3.53632 -4.18781 -0.28413
H 2.08282 -3.22397 2.12655
H 1.82123 -4.68626 1.16389
H 0.13766 -1.17260 1.33419
H 1.77238 -1.19571 0.80717
H 1.19849 0.51500 -2.06849
H -1.03015 0.58709 -0.47120
H 0.35704 -4.25323 2.98693
H -1.33444 -3.98706 3.07208
H -0.26816 -2.61272 3.10868
H -1.69950 -2.66651 -0.31645
H -2.26174 -4.15365 0.31741
H -3.10998 -3.02425 2.38975
H -3.77002 -2.52783 0.88899
H -2.75945 0.74642 1.00504
H -3.30222 -0.51256 0.03454
C 5.02298 4.76926 0.94066
S 3.70001 3.54733 0.94295
O 4.33402 2.21430 0.78726
C 3.02629 3.99509 -0.66083
H 5.60653 4.63464 1.84914
H 5.66006 4.61830 0.06873
H 4.59168 5.77085 0.92860
H 3.79158 3.89832 -1.42632
H 2.65477 5.02037 -0.62560
H 2.20373 3.31745 -0.88224
C 2.40997 7.15409 -4.37848
S 1.71121 5.62593 -3.73700
O 2.83353 4.68074 -3.53568
C 0.88135 5.14463 -5.25731
H 3.01201 7.60402 -3.59195
H 3.03786 6.93536 -5.24214
H 1.60397 7.83402 -4.65554
H 1.61151 5.05887 -6.06168
H 0.12310 5.88734 -5.50779
H 0.40676 4.17980 -5.08951
C -7.23210 -4.25053 3.09442
S -5.59851 -4.89191 2.69509
O -5.22482 -4.33673 1.37541
C -6.12837 -6.58835 2.41836
H -7.13798 -3.18004 3.26389
H -7.91190 -4.43285 2.26164
H -7.60082 -4.73305 4.00018
H -6.88145 -6.61341 1.63047
H -6.53149 -6.99888 3.34482
H -5.25734 -7.16360 2.11234
C -1.36827 5.17091 -1.21144
S -2.10430 3.63148 -0.64737
O -1.00100 2.64607 -0.52799
C -2.96959 3.25716 -2.17669
H -0.73906 5.55600 -0.41167
H -0.76063 4.98474 -2.09728
H -2.15806 5.88898 -1.43363
H -2.25488 3.19684 -2.99752
H -3.71241 4.03160 -2.37060
H -3.46558 2.29662 -2.05415
*
```